154
Properties=species:S:1:pos:R:3:mulliken_charge:R:1 method="wB97M-V/def2-TZVPD" energy_ha=-3137.75962 largest_force_ha_per_bohr=0.066 orbital_gap_ha="0.224 / 0.251" total_charge=+1 e_lumo_ev="-3.929 / -3.929" multiplicity=4
C -8.29 -0.87 -0.44 -0.9341
C -8.06 -1.54 -1.85 0.3080
O -7.26 -2.71 -1.68 -0.3646
C -6.30 -2.87 -2.72 -0.9358
C -4.90 -2.27 -2.29 0.0116
O -4.00 -2.10 -3.42 -0.4547
C -3.26 -0.95 -3.36 0.3620
C -1.84 -1.00 -3.08 0.3620
C -1.10 -2.36 -2.78 -1.4207
C -0.87 -2.38 -1.21 -0.8758
C -2.25 -2.58 -0.50 0.2696
C -2.14 -2.89 1.03 -0.9978
C -2.86 -1.88 1.99 -0.4869
O -3.49 -0.78 1.34 -0.1771
C -4.47 -0.20 2.19 -0.4960
C -1.03 0.22 -3.03 -0.5410
C -1.73 1.46 -3.27 -0.2889
O -1.07 2.65 -3.21 -0.4405
C -1.30 3.44 -4.41 -0.5518
C -2.32 4.66 -4.15 -0.7903
N -2.45 4.82 -2.69 -0.2348
C -3.87 4.83 -2.24 -0.6870
C -3.88 4.43 -0.72 0.5976
C -5.00 3.39 -0.34 -1.1951
O -4.01 5.60 0.09 -0.5828
C -3.11 1.44 -3.54 0.4873
N -3.83 0.28 -3.57 0.2504
P -5.56 0.52 -3.89 0.7769
O -5.69 1.53 -4.97 -0.7103
H -9.34 -0.51 -0.31 0.3638
H -8.02 -1.57 0.38 0.2432
H -7.62 0.02 -0.33 0.1365
H -7.62 -0.76 -2.51 -0.2871
H -9.07 -1.79 -2.25 0.4126
H -6.13 -3.98 -2.79 0.3023
H -6.64 -2.53 -3.72 0.4816
H -5.10 -1.31 -1.75 0.3503
H -4.50 -2.98 -1.53 0.0844
H -0.15 -2.41 -3.35 0.4539
H -1.74 -3.20 -3.12 0.3843
H -0.24 -3.27 -0.97 0.5136
H -0.32 -1.48 -0.85 0.2903
H -2.93 -1.75 -0.77 0.0250
H -2.68 -3.50 -0.98 0.2580
H -2.58 -3.89 1.22 0.3019
H -1.06 -2.95 1.29 0.4032
H -3.62 -2.44 2.58 0.3841
H -2.08 -1.46 2.68 0.2935
H -4.66 0.88 1.96 -0.1159
H -4.15 -0.27 3.27 0.3269
H -5.46 -0.71 2.14 0.2906
H 0.05 0.19 -2.80 0.7067
H -0.33 3.90 -4.70 0.3950
H -1.64 2.81 -5.27 0.3484
H -3.28 4.34 -4.62 0.2656
H -1.97 5.58 -4.67 0.4991
H -2.10 5.76 -2.47 0.2781
H -4.54 4.19 -2.85 0.3804
H -4.27 5.88 -2.29 0.4477
H -2.89 3.95 -0.50 0.1176
H -4.56 2.62 0.33 0.1874
H -5.80 3.91 0.25 0.5144
H -5.47 2.88 -1.21 0.0157
H -4.26 5.28 0.97 0.2813
H -3.62 2.40 -3.73 0.3775
H -6.18 -0.71 -4.20 0.0083
H -6.08 1.08 -2.68 0.0095
C 4.43 2.68 -0.50 -1.7481
C 3.71 1.34 -0.22 1.8886
C 4.35 0.66 1.00 -1.3234
C 5.71 0.04 0.70 -0.4863
C 5.63 -0.90 -0.49 -0.9147
C 5.02 -0.24 -1.74 2.0079
N 3.74 0.48 -1.44 0.3903
O 2.79 -0.43 -1.31 -0.5087
C 6.05 0.73 -2.36 -1.3340
C 4.84 -1.32 -2.83 -1.9046
C 2.28 1.77 0.15 -1.9851
H 4.06 3.14 -1.42 0.3821
H 4.25 3.39 0.31 0.4753
H 5.51 2.60 -0.57 0.3137
H 3.69 -0.13 1.37 0.3320
H 4.45 1.38 1.82 0.3949
H 6.46 0.83 0.53 0.2742
H 6.06 -0.51 1.58 0.4316
H 6.63 -1.28 -0.72 -0.0171
H 5.03 -1.77 -0.21 0.4330
H 5.58 1.37 -3.12 0.4250
H 6.84 0.17 -2.86 -0.1798
H 6.56 1.36 -1.64 0.2665
H 4.22 -2.15 -2.50 0.3452
H 5.81 -1.75 -3.10 0.2860
H 4.40 -0.89 -3.73 0.4764
H 1.78 2.25 -0.69 0.5139
H 2.31 2.49 0.97 0.4360
H 1.67 0.93 0.49 0.2814
C -5.07 2.69 7.46 -1.7832
C -5.94 1.89 6.47 1.8576
C -7.43 2.18 6.73 -1.2779
C -7.96 1.49 7.98 -0.5067
C -7.67 -0.01 7.94 -1.2348
C -6.19 -0.33 7.70 1.7047
N -5.61 0.44 6.55 0.4178
O -6.04 -0.13 5.44 -0.5630
C -5.39 -0.04 8.99 -1.7421
C -6.03 -1.85 7.52 -1.8950
C -5.57 2.49 5.10 -1.9215
H -4.02 2.43 7.36 0.3873
H -5.17 3.76 7.27 0.4586
H -5.36 2.56 8.50 0.3106
H -8.03 1.85 5.87 0.3654
H -7.59 3.26 6.82 0.3763
H -7.53 1.94 8.88 0.3177
H -9.04 1.65 8.06 0.3866
H -8.00 -0.47 8.87 0.3673
H -8.28 -0.46 7.15 0.3788
H -4.31 -0.04 8.80 0.3743
H -5.58 -0.80 9.75 0.4696
H -5.65 0.90 9.47 0.2925
H -6.64 -2.23 6.69 0.3467
H -6.36 -2.37 8.41 0.4436
H -4.99 -2.11 7.33 0.4430
H -4.52 2.30 4.86 0.4531
H -5.71 3.57 5.11 0.4453
H -6.18 2.10 4.29 0.3296
C 11.82 -1.20 -4.18 -1.8692
C 10.40 -1.23 -3.56 1.7416
C 10.44 -0.65 -2.14 -0.8353
C 11.07 -1.60 -1.12 -0.5515
C 10.39 -2.96 -1.16 -1.1474
C 10.35 -3.58 -2.57 1.7938
N 9.85 -2.62 -3.60 0.2171
O 8.54 -2.54 -3.47 -0.4332
C 11.76 -4.09 -2.94 -1.7671
C 9.50 -4.86 -2.52 -1.8096
C 9.61 -0.27 -4.46 -1.3512
H 11.83 -1.69 -5.15 0.3800
H 12.14 -0.17 -4.33 0.4474
H 12.58 -1.65 -3.55 0.3298
H 9.43 -0.41 -1.81 -0.1123
H 10.99 0.29 -2.14 0.4409
H 12.14 -1.70 -1.31 0.3183
H 10.98 -1.18 -0.12 0.4150
H 10.89 -3.64 -0.47 0.3660
H 9.36 -2.85 -0.78 0.2435
H 11.82 -4.34 -4.00 0.3719
H 12.00 -5.00 -2.39 0.4729
H 12.56 -3.40 -2.70 0.2828
H 8.49 -4.68 -2.16 0.3167
H 9.94 -5.59 -1.84 0.4372
H 9.44 -5.33 -3.51 0.4480
H 9.54 -0.65 -5.48 0.4690
H 10.10 0.70 -4.50 0.4084
H 8.60 -0.09 -4.09 0.0333

---

166
Properties=species:S:1:pos:R:3:mulliken_charge:R:1 method="wB97M-V/def2-TZVPD" energy_ha=-3528.64306 largest_force_ha_per_bohr=0.033 orbital_gap_ha=0.257 total_charge=-1 e_lumo_ev=1.830
C 6.89 -2.21 1.01 -0.9393
C 8.13 -1.49 0.50 -0.5781
C 8.53 -1.89 -0.91 -0.7664
C 7.64 -1.37 -2.08 -0.8544
C 6.54 -0.35 -1.77 0.1385
C 5.31 -0.54 -2.67 -0.6866
C 4.54 0.74 -3.00 -1.2536
C 3.49 1.16 -1.95 0.1128
C 3.81 2.45 -1.20 -0.7937
C 2.58 3.09 -0.56 -1.0145
C 1.68 2.12 0.21 0.5005
C 0.18 2.42 0.13 -1.0886
C -0.59 1.12 -0.11 1.2760
C -0.74 0.28 1.15 0.2269
C -1.45 -1.06 0.89 -0.3468
B -0.76 -1.99 -0.28 0.7053
C -0.88 -3.59 0.09 -1.2054
C -1.39 -1.72 -1.79 -0.8553
C -0.33 -1.79 -2.87 0.7815
C -0.66 -1.51 -4.29 -0.3906
O 0.09 -0.58 -3.52 -0.4030
H 7.14 -3.23 1.32 0.4278
H 6.10 -2.28 0.26 0.3434
H 6.45 -1.70 1.88 0.0619
H 8.96 -1.76 1.17 0.4466
H 8.03 -0.40 0.60 0.3347
H 9.55 -1.55 -1.09 0.3181
H 8.58 -2.98 -0.95 0.3279
H 8.30 -0.91 -2.81 0.3426
H 7.19 -2.23 -2.58 0.3700
H 6.21 -0.41 -0.73 -0.0698
H 6.91 0.66 -1.94 0.3727
H 5.63 -0.99 -3.61 0.3512
H 4.62 -1.26 -2.21 0.3162
H 5.26 1.56 -3.14 0.4949
H 4.04 0.60 -3.96 0.2841
H 3.36 0.34 -1.25 0.0768
H 2.54 1.31 -2.46 0.3125
H 4.60 2.28 -0.46 0.1840
H 4.23 3.16 -1.92 0.4394
H 2.01 3.63 -1.32 0.4180
H 2.93 3.86 0.14 0.3216
H 1.97 2.15 1.27 0.1238
H 1.82 1.09 -0.13 -0.2086
H -0.18 2.89 1.06 0.4198
H -0.02 3.11 -0.69 0.2183
H -0.07 0.58 -0.90 -0.1727
H -1.60 1.33 -0.49 -0.9332
H -1.33 0.90 1.85 0.3553
H 0.21 0.10 1.65 -0.6203
H -2.50 -0.82 0.64 -0.2475
H -1.46 -1.62 1.84 0.2385
H 0.46 -1.69 -0.33 -0.3352
H -1.93 -3.88 0.25 0.2660
H -0.52 -4.22 -0.74 0.2192
H -0.31 -3.87 0.98 0.1761
H -1.85 -0.72 -1.89 -0.3022
H -2.12 -2.49 -2.05 0.3468
H 0.45 -2.53 -2.70 0.3718
H -0.10 -2.10 -5.01 -0.4698
H -1.72 -1.34 -4.41 0.3786
C -9.00 1.41 1.39 -1.0431
C -7.91 1.25 0.35 -0.2388
O -6.61 1.19 0.94 -0.3436
C -6.28 0.01 1.50 0.8792
O -6.98 -0.97 1.52 -0.6016
O -5.07 0.12 2.01 -0.3552
C -4.56 -1.04 2.67 -0.4793
H -8.80 2.29 2.01 0.2971
H -9.96 1.55 0.89 0.3784
H -9.06 0.54 2.03 0.2106
H -7.87 2.11 -0.31 0.3306
H -8.07 0.36 -0.26 0.3332
H -4.61 -1.91 2.01 0.3488
H -5.10 -1.23 3.60 0.2026
H -3.51 -0.82 2.88 0.1227
C 1.37 -2.90 -6.53 -1.4841
C 2.46 -2.25 -5.71 0.3616
O 3.60 -3.12 -5.55 -0.3897
C 4.41 -3.22 -6.60 0.7766
O 4.30 -2.63 -7.65 -0.5844
O 5.39 -4.07 -6.29 -0.3625
C 6.32 -4.30 -7.35 -0.5694
H 1.08 -3.86 -6.09 0.3572
H 0.49 -2.25 -6.55 0.5015
H 1.70 -3.07 -7.55 0.4313
H 2.12 -2.06 -4.69 0.0995
H 2.79 -1.31 -6.15 0.2611
H 6.72 -3.35 -7.72 0.2094
H 5.85 -4.84 -8.17 0.3098
H 7.12 -4.89 -6.93 0.2332
C 9.94 -0.86 -10.73 -1.1658
C 9.26 -1.35 -9.47 -0.1690
O 9.70 -2.67 -9.09 -0.3172
C 10.89 -2.72 -8.50 0.7690
O 11.61 -1.78 -8.25 -0.5578
O 11.17 -4.00 -8.22 -0.3303
C 12.44 -4.21 -7.62 -0.6529
H 9.80 -1.58 -11.54 0.3054
H 9.50 0.09 -11.04 0.3624
H 11.00 -0.72 -10.57 0.3162
H 8.19 -1.47 -9.63 0.2638
H 9.41 -0.66 -8.64 0.3566
H 12.56 -3.59 -6.73 0.3052
H 13.24 -3.99 -8.33 0.2959
H 12.46 -5.26 -7.34 0.2178
C -7.83 -1.75 9.57 -1.2142
C -6.98 -0.85 8.71 0.2869
O -6.58 -1.48 7.49 -0.3705
C -7.52 -1.52 6.54 0.8295
O -8.62 -1.04 6.63 -0.5664
O -7.02 -2.15 5.49 -0.3725
C -7.93 -2.30 4.39 -0.6599
H -7.31 -2.69 9.77 0.3238
H -8.05 -1.27 10.52 0.3862
H -8.78 -1.98 9.08 0.3087
H -6.05 -0.60 9.22 0.3628
H -7.50 0.08 8.48 -0.1981
H -8.34 -1.33 4.10 0.2579
H -8.74 -2.98 4.65 0.3994
H -7.35 -2.70 3.57 0.1949
C 3.89 -0.07 2.77 -0.9464
C 2.86 -0.95 3.45 -0.1019
O 3.10 -1.05 4.87 -0.3783
C 2.73 0.00 5.59 0.7566
O 2.20 1.01 5.19 -0.5619
O 3.03 -0.25 6.88 -0.3610
C 2.72 0.83 7.76 -0.6384
H 4.90 -0.41 2.99 0.3849
H 3.73 -0.10 1.69 0.1316
H 3.80 0.96 3.10 0.3419
H 2.92 -1.98 3.10 0.3293
H 1.85 -0.59 3.27 0.1684
H 1.68 1.13 7.66 0.2995
H 3.37 1.68 7.57 0.2884
H 2.90 0.44 8.76 0.2119
C -8.62 2.67 7.44 -1.0222
C -9.93 2.63 8.19 -0.1739
O -9.85 3.32 9.45 -0.3530
C -9.91 4.65 9.39 0.7758
O -10.06 5.31 8.39 -0.5571
O -9.79 5.14 10.62 -0.3466
C -9.79 6.56 10.70 -0.6373
H -7.81 2.29 8.07 0.2397
H -8.69 2.06 6.54 0.2680
H -8.36 3.69 7.14 0.4046
H -10.19 1.61 8.46 0.2678
H -10.74 3.05 7.60 0.3459
H -10.66 6.97 10.20 0.2991
H -8.89 6.97 10.24 0.2921
H -9.81 6.80 11.76 0.2162
C -4.01 2.16 -1.76 -0.9344
C -3.94 3.64 -1.45 -0.2798
O -3.58 4.43 -2.60 -0.3477
C -4.55 4.65 -3.47 0.8053
O -5.70 4.30 -3.38 -0.5755
O -4.04 5.35 -4.50 -0.3495
C -4.97 5.61 -5.55 -0.6389
H -3.07 1.82 -2.19 0.2697
H -4.19 1.60 -0.84 0.1232
H -4.81 1.95 -2.46 0.5011
H -3.15 3.84 -0.72 0.3118
H -4.88 4.01 -1.04 0.3449
H -5.87 6.08 -5.16 0.2948
H -5.24 4.69 -6.06 0.2874
H -4.46 6.29 -6.23 0.2189